113
Properties=species:S:1:pos:R:3:forces:R:3 method="wB97M-V/def2-TZVPD" spin_multiplicity=2 total_charge=0 e_homo_ev="-7.6 / -7.6" e_tot_ha=-3074.68709
Ir -0.716 -0.622 0.349 0.48 0.34 -0.66
C 1.291 1.636 -4.568 0.05 0.02 -0.10
C -0.020 0.872 -4.362 -0.08 0.04 0.07
C -1.097 1.474 -5.272 -0.04 0.02 0.01
C 0.134 -0.616 -4.610 0.16 0.01 -0.04
C 0.757 -1.030 -5.783 0.06 -0.01 0.02
C 0.940 -2.373 -6.054 -0.01 0.01 0.00
C 0.483 -3.321 -5.156 -0.01 -0.02 0.07
C -0.175 -2.963 -3.983 -0.04 0.03 -0.03
C -0.780 -4.091 -3.162 0.05 -0.03 -0.05
C -0.400 -4.151 -1.681 0.07 0.06 -0.04
C -2.299 -4.125 -3.353 -0.03 0.01 0.04
C -0.330 -1.594 -3.724 -0.20 -0.15 -0.10
N -0.998 -1.155 -2.533 0.10 -0.16 0.13
C -2.195 -0.551 -2.622 -0.09 0.04 0.13
O -2.884 -0.676 -3.625 -0.09 0.05 -0.19
C -2.729 0.396 -1.551 0.16 0.03 -0.16
C -4.001 0.897 -1.785 0.06 0.01 -0.01
C -4.517 1.850 -0.934 -0.07 0.05 -0.01
C -3.725 2.338 0.093 0.01 0.01 0.00
C -2.481 1.776 0.284 0.07 0.07 0.02
N -2.005 0.802 -0.499 -0.43 -0.51 0.03
C -1.607 2.433 1.320 -0.06 0.08 -0.14
O -1.592 3.648 1.337 0.10 -0.01 -0.04
N -0.902 1.740 2.265 -0.11 -0.19 0.16
C -0.207 2.487 3.297 -0.24 0.15 0.03
C -0.859 2.913 4.469 0.05 -0.03 -0.03
C -0.076 3.585 5.410 0.04 -0.01 0.00
C 1.245 3.910 5.179 -0.08 -0.01 0.04
C 1.819 3.589 3.966 0.08 -0.03 -0.04
C 1.112 2.875 3.009 0.10 -0.06 0.08
C 1.758 2.637 1.657 -0.01 0.01 0.01
C 1.708 3.922 0.822 -0.02 0.07 -0.01
C 3.203 2.152 1.758 0.09 0.04 -0.05
C -2.342 2.861 4.866 0.03 0.02 0.06
C -2.645 1.776 5.905 0.00 0.04 0.03
C -3.405 2.923 3.771 -0.02 -0.05 -0.05
H 1.202 2.647 -4.166 0.00 0.02 0.01
H 1.524 1.732 -5.630 -0.01 0.00 -0.01
H 2.143 1.152 -4.092 -0.04 0.00 -0.04
H -0.329 1.015 -3.322 0.05 0.00 -0.03
H -0.775 1.422 -6.315 -0.01 -0.03 0.00
H -1.254 2.527 -5.027 0.01 0.01 0.00
H -2.044 0.947 -5.177 0.00 -0.02 0.02
H 1.107 -0.287 -6.488 0.01 0.00 -0.02
H 1.427 -2.684 -6.969 0.01 0.01 -0.01
H 0.609 -4.375 -5.375 0.01 0.00 -0.02
H -0.372 -4.999 -3.617 -0.03 0.00 0.01
H -1.000 -3.476 -1.079 -0.03 0.08 0.03
H 0.652 -3.899 -1.527 0.00 -0.02 -0.01
H -0.577 -5.164 -1.312 -0.02 0.01 0.02
H -2.756 -3.186 -3.046 -0.01 0.00 0.00
H -2.741 -4.916 -2.745 0.02 -0.03 0.00
H -2.556 -4.304 -4.399 0.01 0.02 -0.01
H -4.542 0.505 -2.632 -0.01 0.00 0.00
H -5.516 2.235 -1.084 -0.01 0.00 0.01
H -4.049 3.137 0.743 0.00 0.00 -0.02
H -0.548 3.903 6.332 0.01 0.01 0.01
H 1.808 4.458 5.924 0.00 0.00 0.01
H 2.829 3.915 3.751 -0.02 -0.02 0.02
H 1.178 1.882 1.127 -0.01 0.00 -0.02
H 2.390 4.670 1.234 -0.01 0.00 0.02
H 0.706 4.348 0.805 0.00 -0.02 -0.01
H 2.019 3.715 -0.204 0.01 -0.01 0.00
H 3.824 2.849 2.323 -0.02 0.01 -0.05
H 3.636 2.077 0.760 -0.02 -0.04 0.02
H 3.295 1.177 2.236 -0.02 -0.01 0.06
H -2.460 3.805 5.406 -0.01 0.02 -0.05
H -2.482 0.779 5.512 -0.01 -0.03 -0.03
H -3.687 1.850 6.221 0.00 0.02 0.01
H -2.017 1.895 6.789 0.02 -0.01 -0.01
H -3.617 1.960 3.306 0.06 -0.01 -0.02
H -3.137 3.636 2.995 -0.02 0.04 0.06
H -4.341 3.257 4.222 -0.02 -0.04 0.02
C 3.755 1.383 -1.880 0.02 0.02 -0.05
C 2.549 0.555 -1.448 -0.06 -0.03 0.06
C 2.882 -0.848 -1.010 0.11 -0.03 -0.02
C 3.775 -1.627 -1.737 0.01 0.09 0.03
C 4.042 -2.937 -1.372 0.00 -0.02 0.04
C 3.381 -3.505 -0.298 -0.04 0.01 -0.06
C 2.455 -2.776 0.443 0.04 -0.05 -0.16
C 1.621 -3.516 1.465 -0.09 0.02 0.00
C 2.385 -3.920 2.721 0.07 0.00 0.07
C 2.271 -1.434 0.098 -0.11 0.24 -0.05
N 1.295 -0.678 0.841 0.01 -0.51 0.41
C 1.459 -0.564 2.109 -0.18 0.10 0.01
C 0.300 -0.279 2.926 0.15 -0.02 -0.09
C -0.044 -1.080 3.956 0.01 0.07 0.01
C -1.473 -1.052 4.098 -0.06 0.03 0.04
C -1.964 -0.218 3.174 0.03 0.03 0.04
N -0.914 0.296 2.339 0.17 -0.33 0.16
H 3.456 2.411 -2.091 -0.01 0.00 -0.01
H 4.213 0.990 -2.788 -0.01 0.00 0.00
H 4.528 1.403 -1.110 0.00 -0.01 0.01
H 1.839 0.466 -2.273 -0.01 0.00 0.07
H 2.001 1.069 -0.657 0.07 -0.01 0.00
H 4.259 -1.205 -2.607 0.01 -0.01 0.00
H 4.742 -3.525 -1.950 0.00 -0.01 -0.01
H 3.536 -4.550 -0.056 0.01 0.00 0.00
H 1.241 -4.414 0.972 0.04 -0.02 0.02
H 0.724 -2.951 1.729 0.03 0.01 0.00
H 3.257 -4.528 2.473 -0.01 0.00 -0.02
H 1.752 -4.504 3.390 -0.01 0.00 0.00
H 2.756 -3.054 3.276 -0.02 0.02 -0.01
H 2.382 -0.857 2.599 0.04 -0.02 -0.03
H 0.636 -1.737 4.474 0.02 0.00 0.00
H -2.053 -1.628 4.799 -0.02 0.01 0.01
H -2.969 0.079 2.959 -0.05 0.05 0.02
O -2.792 -3.273 1.131 0.11 0.04 0.13
Cl -2.902 -2.015 0.416 0.17 0.62 0.02
O -3.658 -1.035 1.211 -0.55 -0.18 0.11
O -3.607 -2.220 -0.841 0.09 -0.10 -0.03
O -0.123 -1.150 -1.459 0.02 0.08 0.11

69
Properties=species:S:1:pos:R:3:forces:R:3 method="wB97M-V/def2-TZVPD" spin_multiplicity=1 total_charge=-1 e_homo_ev=-4.0 e_tot_ha=-5910.69200
Ca 0.291 0.050 0.055 -1.52 -0.80 -0.39
O 1.961 -3.429 -2.218 -0.21 0.18 -0.12
C 2.855 -3.840 -1.308 0.25 -0.05 0.32
C 3.622 -4.968 -1.604 -0.09 0.05 -0.10
C 4.558 -5.436 -0.708 -0.03 0.01 -0.01
C 4.758 -4.779 0.499 0.14 -0.05 0.12
C 4.003 -3.664 0.807 -0.03 -0.02 -0.08
C 3.038 -3.181 -0.074 0.01 -0.12 -0.30
C 2.178 -2.023 0.266 0.38 0.40 1.47
O 1.285 -1.657 -0.559 0.57 -2.04 -1.67
N 2.362 -1.462 1.446 1.92 -1.71 0.35
N 1.504 -0.492 1.753 -0.20 1.00 1.63
C 1.450 -0.021 2.945 1.10 -1.02 -0.24
C 0.468 0.909 3.422 -0.74 0.60 0.06
C 0.455 1.195 4.795 0.01 -0.16 -0.36
C -0.522 1.967 5.379 -0.16 0.23 0.21
C -1.524 2.510 4.577 0.09 0.03 0.32
C -1.533 2.278 3.226 0.04 -0.12 -0.27
C -0.556 1.471 2.581 -0.24 0.33 1.28
O -0.648 1.247 1.329 -1.33 1.73 1.35
H 1.512 -2.640 -1.792 0.05 -0.15 0.01
H 3.456 -5.457 -2.553 -0.02 -0.05 -0.08
H 5.131 -6.321 -0.948 0.08 -0.06 -0.03
H 5.500 -5.143 1.195 0.04 -0.01 0.07
H 4.140 -3.143 1.741 -0.06 0.07 0.06
H 2.161 -0.392 3.696 -0.06 -0.09 -0.14
H 1.228 0.760 5.416 0.10 -0.07 0.01
H -0.516 2.153 6.444 0.04 0.00 0.06
H -2.297 3.122 5.027 -0.06 0.04 0.00
H -2.306 2.700 2.598 -0.04 0.04 -0.09
Se -7.082 1.449 -2.996 0.66 -0.20 0.18
N -5.476 1.109 -3.675 0.58 -0.18 -0.06
C -4.670 0.744 -2.691 -1.34 0.47 -0.67
C -3.289 0.414 -2.857 1.07 -0.45 0.46
C -2.638 0.453 -4.093 0.09 -0.06 0.17
C -1.292 0.171 -4.151 -0.18 0.02 0.14
C -0.616 -0.103 -2.957 0.10 0.01 -0.74
N -1.214 -0.185 -1.796 -0.95 0.16 -0.30
C -2.535 0.034 -1.713 0.17 0.18 -1.85
C -3.179 -0.091 -0.445 -1.03 0.14 0.95
N -2.507 -0.613 0.628 -2.16 0.69 0.33
C -3.008 -0.556 1.865 0.64 -0.33 0.40
C -4.274 -0.074 2.105 -0.50 0.27 -0.58
C -5.066 0.320 1.041 0.36 -0.15 0.30
C -4.515 0.321 -0.241 1.07 -0.40 0.65
C -5.269 0.721 -1.391 -1.34 0.51 -0.66
N -6.547 1.064 -1.352 0.46 -0.20 0.63
H -3.213 0.703 -4.972 0.00 0.05 -0.07
H -0.759 0.180 -5.088 0.09 0.03 -0.06
H 0.452 -0.250 -2.937 0.22 -0.01 -0.07
H -2.330 -0.939 2.615 0.08 -0.06 -0.08
H -4.633 -0.049 3.120 -0.01 0.02 0.10
H -6.086 0.640 1.164 -0.15 0.06 0.07
F 4.263 1.040 -1.297 0.01 -0.14 0.22
C 3.423 1.757 -2.047 0.35 -0.08 -0.16
F 4.130 2.798 -2.522 0.00 0.26 -0.03
F 3.110 1.004 -3.104 -0.18 -0.19 -0.24
C 2.127 2.137 -1.260 0.96 1.16 -0.50
O 1.345 1.105 -1.163 1.61 1.76 -2.22
C 2.566 2.698 0.126 0.47 0.20 0.49
F 1.565 3.306 0.764 -0.30 0.02 -0.02
F 3.010 1.728 0.926 -0.11 -0.10 -0.15
F 3.565 3.601 0.040 0.11 0.13 -0.23
C 1.407 3.275 -2.044 -0.08 0.37 -0.07
F 0.225 3.566 -1.497 -0.20 -0.08 0.15
F 1.154 2.883 -3.301 -0.01 -0.23 -0.34
F 2.084 4.433 -2.139 0.11 0.07 0.14
O -1.393 -1.300 0.399 -1.03 -1.17 -1.43
O -0.847 -1.805 1.505 0.30 -0.79 1.72

57
Properties=species:S:1:pos:R:3:forces:R:3 method="wB97M-V/def2-TZVPD" spin_multiplicity=4 total_charge=-2 e_homo_ev="-0.8 / -0.9" e_tot_ha=-4041.25381
V 0.487 0.486 -0.128 0.58 0.07 2.45
S 2.161 1.806 1.431 -0.13 0.28 -0.12
C 3.320 0.516 1.542 0.14 -0.17 -0.07
C 4.116 0.387 2.693 -0.04 -0.03 -0.03
C 5.021 -0.644 2.846 0.04 -0.02 0.01
C 5.184 -1.596 1.846 0.04 -0.07 0.00
C 4.433 -1.486 0.690 0.01 -0.01 0.00
C 3.518 -0.453 0.537 0.08 -0.06 0.00
S 2.614 -0.328 -0.994 0.08 -0.17 0.15
C 1.762 -1.947 -1.159 0.13 -0.05 0.16
C 0.442 -1.719 -1.843 0.23 -0.55 -0.48
C 0.020 -2.593 -2.791 0.22 0.08 0.24
C -1.289 -2.411 -3.353 -0.22 0.19 -0.02
C -2.026 -1.348 -3.022 0.16 -0.19 0.09
C -1.524 -0.292 -2.078 -0.26 0.15 -0.05
C -2.773 1.056 -0.470 0.31 0.14 0.29
S -1.732 1.194 1.049 -0.43 -0.32 -0.49
C -2.789 0.213 2.142 0.16 -0.06 0.08
C -3.577 1.050 2.931 -0.04 0.12 0.06
C -4.570 0.568 3.763 -0.05 0.20 0.06
C -4.766 -0.811 3.815 0.03 -0.13 -0.02
C -3.976 -1.654 3.072 -0.16 0.22 0.14
C -2.943 -1.208 2.195 0.22 -0.02 -0.09
S -2.050 -2.405 1.368 0.06 0.06 -0.21
N -0.258 -0.622 -1.443 -0.92 -0.66 -0.75
H 3.969 1.108 3.488 -0.01 0.00 0.00
H 5.593 -0.725 3.764 -0.01 0.03 0.00
H 5.871 -2.423 1.971 0.00 0.01 0.01
H 4.533 -2.229 -0.093 0.01 0.03 -0.03
H 1.625 -2.328 -0.143 -0.03 0.03 0.02
H 2.386 -2.628 -1.735 -0.07 -0.03 -0.03
H 0.632 -3.444 -3.057 0.03 0.03 0.00
H -1.674 -3.146 -4.052 -0.05 0.00 0.03
H -3.019 -1.169 -3.403 0.02 0.00 -0.08
H -3.808 1.117 -0.137 0.02 0.00 0.01
H -2.525 1.923 -1.092 -0.07 -0.01 0.03
H -3.400 2.119 2.870 -0.03 -0.02 0.02
H -5.173 1.248 4.354 0.02 0.00 -0.01
H -5.546 -1.223 4.449 0.03 -0.03 0.02
H -4.117 -2.725 3.133 0.01 -0.01 -0.04
O -2.261 1.245 -3.766 -0.07 0.00 0.05
C -1.425 1.035 -2.864 0.14 -0.07 0.08
O -2.607 -0.153 -1.115 -0.03 -0.18 -0.35
C -0.391 1.994 -2.583 -0.11 -0.07 -0.11
C -0.350 3.123 -3.445 0.06 0.20 -0.04
C 0.678 4.015 -3.398 -0.10 -0.19 0.03
C 1.717 3.764 -2.472 0.02 0.00 -0.02
C 1.583 2.718 -1.598 0.25 0.32 -0.21
N 0.542 1.854 -1.560 -0.16 1.51 -1.09
H -1.166 3.219 -4.147 0.01 -0.03 -0.01
H 0.711 4.872 -4.059 -0.03 0.00 -0.02
H 2.598 4.389 -2.429 0.00 -0.02 0.10
H 2.347 2.566 -0.851 -0.05 -0.05 0.05
O 1.513 -2.524 1.952 0.29 0.52 -0.07
N 1.007 -1.467 2.352 -0.90 -0.96 0.39
O 0.776 -1.257 3.535 0.41 0.28 -0.24
O 0.574 -0.625 1.497 0.16 -0.31 0.09